C4H14N2O2 | the ωB97M-V functional and the def2-TZVPD basis

Structure (XYZ):
```
22
Properties=species:S:1:pos:R:3:nbo_charge:R:1
N 1.7938 -1.3546 -2.0128 -0.8472
C 2.0811 -0.5649 -0.7259 -0.2248
C 1.1669 0.6745 -0.6715 -0.4476
C -0.0465 0.4544 0.2852 -0.0768
N -1.3809 0.1543 -0.1764 -0.8537
C -0.1230 1.4366 1.4830 -0.0639
O -0.9095 0.7984 2.4962 -0.7430
H 2.6691 -1.4043 -2.5161 0.3532
H 1.1317 -0.8775 -2.6101 0.3433
H 3.1854 -0.4937 -0.7380 0.1977
H 1.7485 -1.3022 -0.0088 0.1927
H 0.8192 0.8440 -1.6976 0.2030
H 1.6943 1.5932 -0.4114 0.2212
H 0.2723 -0.4793 0.8301 0.1831
H -1.2853 -0.4580 -0.9841 0.3670
H -1.8697 1.0122 -0.4289 0.3660
H 0.8603 1.6292 1.9025 0.1887
H -0.7107 2.3447 1.3386 0.1694
H -1.6455 0.2810 2.1440 0.4718
O -3.4856 -1.5756 0.7293 -0.9423
H -2.6307 -1.7036 0.2812 0.4796
H -3.3351 -1.0090 1.4915 0.4626
```

The value obtained for the orbital gap is 10.27 eV. For the HOMO energy, the calculation gives -9.5 eV. The value obtained for the relative energy (zero: lowest compared OMol25 entry of this formula, charge and spin) is 42.44 kcal/mol. As for the SMILES: NCC[C@H](N)CO.O. The maximum force comes out at 2.81 eV/Å. The total energy comes out at -420.737463 Eh.